Entry 1:
{"formula": "C5H9NO", "method": "ωB97M-V with the def2-TZVPD basis set", "species": ["C", "C", "C", "N", "C", "C", "O", "H", "H", "H", "H", "H", "H", "H", "H", "H"], "xyz": [[2.2457, -0.2806, 0.2053], [1.0297, 0.4937, -0.2691], [-0.0860, -0.2692, -1.0317], [-1.0310, 0.2381, -0.0414], [-2.3838, -0.1305, 0.2759], [-0.0706, 0.7848, 0.7666], [-0.1292, 1.2544, 1.8788], [1.9575, -1.1964, 0.7334], [2.8409, 0.3292, 0.8919], [2.8816, -0.5602, -0.6415], [1.3257, 1.4108, -0.7889], [-0.2831, 0.0413, -2.0632], [0.0235, -1.3618, -0.9893], [-2.4900, -0.1158, 1.3641], [-3.1140, 0.5621, -0.1571], [-2.5950, -1.1407, -0.0911]], "forces_ev_per_angstrom": [[0.04, -0.02, 0.03], [0.14, 0.04, -0.03], [0.02, -0.11, -0.20], [0.11, 0.05, 0.21], [-0.17, -0.05, 0.04], [-0.08, 0.08, 0.19], [0.05, -0.13, -0.37], [0.00, 0.13, -0.07], [-0.09, -0.09, -0.09], [-0.08, 0.03, 0.13], [-0.05, -0.11, 0.06], [0.01, 0.00, 0.15], [0.03, 0.15, -0.03], [-0.05, 0.00, -0.12], [0.09, -0.11, 0.03], [0.04, 0.13, 0.07]], "multiplicity": 1, "smiles": "C[C@H]1CN(C)C1=O"}


Entry 2:
{"formula": "C5H9NO", "method": "ωB97M-V with the def2-TZVPD basis set", "species": ["O", "C", "C", "C", "C", "N", "C", "H", "H", "H", "H", "H", "H", "H", "H", "H"], "xyz": [[-1.7753, 0.1682, 1.0855], [-1.1962, -0.3988, -0.0766], [-0.6792, 0.6783, -1.0540], [1.1048, -0.1051, 0.4067], [0.7815, 0.9560, -0.6341], [2.0428, 0.0278, 1.2505], [0.0622, -1.2002, 0.2761], [-1.0889, 0.6658, 1.5523], [-1.9833, -1.0151, -0.5186], [-1.3206, 1.5618, -0.9958], [-0.7247, 0.3066, -2.0831], [1.4724, 0.8525, -1.4784], [0.9448, 1.9528, -0.2163], [2.0801, -0.7859, 1.8691], [0.3382, -1.8561, -0.5611], [-0.0586, -1.8086, 1.1778]], "forces_ev_per_angstrom": [[0.13, 0.16, 0.17], [0.05, -0.17, -0.30], [-0.06, 0.01, -0.05], [0.17, 0.10, 0.03], [0.03, 0.03, 0.04], [-0.27, -0.21, -0.17], [0.02, -0.03, 0.07], [-0.16, -0.04, 0.00], [0.12, 0.08, 0.06], [0.10, -0.11, -0.02], [-0.01, 0.01, 0.15], [-0.08, 0.01, 0.13], [-0.03, -0.14, -0.03], [0.01, 0.09, -0.03], [-0.04, 0.10, 0.09], [0.04, 0.10, -0.14]], "multiplicity": 1, "smiles": "[H]/N=C1/CC[C@H](O)C1"}


Entry 3:
{"formula": "C5H9NO", "method": "ωB97M-V with the def2-TZVPD basis set", "species": ["C", "C", "C", "O", "C", "C", "N", "H", "H", "H", "H", "H", "H", "H", "H", "H"], "xyz": [[-0.2361, 1.9243, 0.7880], [0.2931, 0.4961, 0.6696], [-0.2672, -0.2575, -0.5320], [0.0850, 0.3586, -1.7640], [0.3354, -1.6765, -0.6656], [-0.6361, -2.7921, 0.7793], [0.5263, -2.5170, 0.6883], [-1.3320, 1.9405, 0.8323], [0.1374, 2.4061, 1.6967], [0.0815, 2.5502, -0.0547], [0.0416, -0.0682, 1.5742], [1.3883, 0.5031, 0.5916], [-1.3688, -0.3098, -0.4480], [-0.2750, 1.2538, -1.7784], [1.3800, -1.6062, -0.8658], [-0.1535, -2.2055, -1.5115]], "forces_ev_per_angstrom": [[-0.04, 0.03, -0.03], [0.06, -0.04, 0.10], [0.10, -0.34, 0.43], [-0.01, 0.01, -0.04], [-0.09, 0.35, -0.52], [0.50, -0.32, 0.45], [-1.69, 0.27, -0.52], [0.14, -0.01, -0.01], [-0.05, -0.08, -0.14], [-0.04, -0.08, 0.11], [0.03, 0.10, -0.11], [-0.14, 0.00, 0.00], [0.30, -0.15, 0.02], [0.04, -0.16, 0.02], [0.60, 0.38, -0.65], [0.28, 0.05, 0.89]], "multiplicity": 1}


Entry 4:
{"formula": "C5H9NO", "method": "ωB97M-V with the def2-TZVPD basis set", "species": ["C", "C", "C", "C", "O", "C", "N", "H", "H", "H", "H", "H", "H", "H", "H", "H"], "xyz": [[-2.3056, -0.2063, 0.1943], [-1.0045, -0.8477, -0.2203], [0.4002, 0.9135, -0.5482], [1.6258, 0.7542, 0.0539], [2.6706, 0.2900, -0.7383], [-0.1547, -1.3958, 0.6753], [0.8608, -1.4384, 1.3243], [-2.6011, 0.5573, -0.5340], [-2.2252, 0.2673, 1.1779], [-3.1082, -0.9495, 0.2382], [-0.9726, -1.2807, -1.2174], [0.3222, 0.7389, -1.6152], [-0.3243, 1.5817, -0.0967], [1.3338, -0.4147, 0.9643], [1.8885, 1.4147, 0.8821], [3.2673, -0.2416, -0.1977]], "forces_ev_per_angstrom": [[-0.09, 0.01, 0.04], [-0.06, -0.30, 0.11], [0.31, 0.24, 0.01], [-0.40, 0.45, -0.11], [0.21, -0.14, 0.06], [0.36, 0.16, 0.08], [-0.52, 0.06, -0.31], [0.08, -0.12, 0.10], [0.02, -0.08, -0.15], [0.05, 0.13, 0.00], [0.02, 0.01, 0.10], [-0.07, -0.04, 0.10], [0.09, -0.08, -0.05], [-0.02, -0.23, 0.15], [0.08, -0.14, -0.04], [-0.06, 0.08, -0.10]], "multiplicity": 1, "smiles": "CC=C=N.C=CO"}


Entry 5:
{"formula": "C5H9NO", "method": "ωB97M-V with the def2-TZVPD basis set", "species": ["C", "C", "C", "C", "O", "C", "N", "H", "H", "H", "H", "H", "H", "H", "H", "H"], "xyz": [[0.9470, 0.6143, 0.7065], [0.1247, 0.2345, -0.5302], [-0.5437, 1.4424, -1.1925], [-1.1536, -2.0594, 0.8831], [-0.7719, -1.7199, 2.0925], [0.9500, -0.5123, -1.4919], [1.5946, -1.1147, -2.2415], [0.2955, 1.0713, 1.4592], [1.4279, -0.2575, 1.1600], [1.7238, 1.3387, 0.4418], [0.1983, 2.1705, -1.5331], [-1.2034, 1.9294, -0.4667], [-1.1475, 1.1301, -2.0490], [-0.6876, -0.4478, -0.2342], [-0.2501, -2.5785, 0.4829], [-1.5039, -1.2411, 2.5131]], "forces_ev_per_angstrom": [[0.05, 0.04, 0.04], [0.00, 0.01, 0.02], [-0.05, 0.07, -0.04], [0.21, -0.13, 0.26], [-0.26, 0.01, -0.12], [0.56, -0.53, -0.67], [-0.62, 0.62, 0.74], [0.08, -0.04, -0.14], [-0.08, 0.13, -0.11], [-0.10, -0.10, 0.03], [-0.08, -0.10, 0.04], [0.11, -0.05, -0.11], [0.10, 0.07, 0.10], [0.11, 0.11, -0.10], [-0.13, 0.02, 0.03], [0.10, -0.11, 0.04]], "multiplicity": 1}


Entry 6:
{"formula": "C5H9NO", "method": "ωB97M-V with the def2-TZVPD basis set", "species": ["C", "C", "C", "C", "C", "N", "O", "H", "H", "H", "H", "H", "H", "H", "H", "H"], "xyz": [[-0.8370, -1.0625, -0.4813], [0.3937, -0.9740, 0.4090], [1.5132, -0.0643, -0.0194], [2.0312, 0.8511, 0.7935], [-1.8299, 0.0871, -0.4150], [-1.2762, 1.3122, -0.7040], [-2.9987, -0.0839, -0.1606], [-1.3649, -2.0073, -0.3849], [-0.5868, -1.1318, -1.5478], [0.0427, -0.5894, 1.3796], [0.7630, -1.9690, 0.6677], [1.7275, -0.1245, -1.0810], [3.0149, 1.2898, 0.7032], [1.5564, 0.9091, 1.7702], [-0.3065, 1.4380, -0.4423], [-1.8427, 2.1194, -0.4871]], "forces_ev_per_angstrom": [[-0.13, -0.49, -1.44], [-0.61, 0.73, 1.10], [-0.79, 0.14, -0.56], [0.15, -1.03, 0.69], [0.43, -0.26, 0.51], [0.09, 0.27, 0.32], [-0.28, 0.15, -0.18], [-0.26, 0.11, 0.72], [0.52, 0.26, -0.02], [0.07, -0.14, 0.00], [0.17, -0.02, -0.44], [0.81, -0.22, 0.02], [-0.30, 0.59, -0.56], [0.31, 0.13, 0.14], [0.01, -0.08, -0.25], [-0.19, -0.14, -0.04]], "multiplicity": 1, "smiles": "C=CCCC(N)=O"}


Entry 7:
{"formula": "C5H9NO", "method": "ωB97M-V with the def2-TZVPD basis set", "species": ["C", "N", "C", "C", "C", "O", "C", "H", "H", "H", "H", "H", "H", "H", "H", "H"], "xyz": [[-0.7733, -1.6568, -1.2874], [-0.3779, -0.7984, -0.1702], [-1.3313, 0.1827, 0.2814], [-0.1148, 0.6005, -0.4729], [1.0592, 1.2674, 0.1866], [1.5723, 2.2336, -0.3396], [1.5522, 0.6876, 1.4903], [-1.8637, -1.7424, -1.3599], [-0.3641, -2.6593, -1.1355], [-0.4016, -1.2722, -2.2442], [-2.2775, 0.2622, -0.2559], [-1.3997, 0.3320, 1.3575], [-0.2738, 0.9403, -1.4966], [2.4599, 1.2094, 1.7955], [0.7961, 0.7974, 2.2768], [1.7382, -0.3840, 1.3739]], "forces_ev_per_angstrom": [[-0.06, -0.08, -0.16], [0.03, -0.09, 0.03], [-0.21, 0.09, 0.15], [0.09, 0.17, -0.18], [0.07, 0.14, -0.07], [-0.19, -0.33, 0.20], [0.08, 0.02, 0.04], [0.13, 0.01, 0.03], [-0.05, 0.15, -0.03], [0.00, -0.06, 0.14], [0.16, -0.01, 0.08], [0.04, -0.02, -0.18], [0.01, -0.05, 0.13], [-0.11, -0.06, -0.06], [0.06, -0.02, -0.16], [-0.04, 0.14, 0.02]], "multiplicity": 1, "smiles": "CC(=O)[C@@H]1CN1C"}


Entry 8:
{"formula": "C5H9NO", "method": "ωB97M-V with the def2-TZVPD basis set", "species": ["C", "C", "C", "C", "N", "C", "O", "H", "H", "H", "H", "H", "H", "H", "H", "H"], "xyz": [[-1.1324, -0.5854, -1.0658], [-0.1141, 0.0552, -0.1211], [0.0804, 1.5287, -0.4640], [-0.1141, -0.2390, 1.4261], [1.1214, -0.9875, 1.2136], [1.2140, -0.7251, -0.1241], [2.0263, -1.0063, -0.9710], [-0.7832, -0.4060, -2.0910], [-2.1330, -0.1474, -0.9807], [-1.2081, -1.6711, -0.9442], [-0.8236, 2.1080, -0.2423], [0.3003, 1.6374, -1.5313], [0.9166, 1.9617, 0.0951], [0.0295, 0.6625, 2.0379], [-0.9204, -0.8374, 1.8656], [1.7789, -1.4077, 1.8546]], "forces_ev_per_angstrom": [[-0.03, -0.05, 0.04], [-0.03, 0.08, -0.11], [0.05, 0.08, 0.00], [-0.19, 0.08, 0.05], [0.25, -0.12, -0.05], [0.25, -0.06, -0.23], [-0.21, 0.07, 0.32], [-0.07, -0.07, 0.20], [0.16, -0.02, 0.12], [0.00, 0.16, 0.14], [0.11, -0.11, -0.02], [-0.01, -0.02, 0.17], [-0.12, -0.03, -0.03], [-0.08, -0.14, -0.18], [0.01, 0.08, -0.34], [-0.08, 0.06, -0.08]], "multiplicity": 1, "smiles": "CC1(C)CNC1=O"}


HOMO, record by record: -9.36 -9.86 -10.74 -8.63 -9.23 -9.66 -9.31 -9.59 eV
Gap between HOMO and LUMO, record by record: 10.267 10.737 11.479 9.578 9.582 10.646 10.264 10.430 eV
Relative energy (zero: lowest compared OMol25 entry of this formula, charge and spin), record by record: 21.6 23.0 74.5 96.5 92.9 25.6 47.8 17.8 kcal per mole